# 1
The following is a quantum chemistry calculation of a cluster of 8 separate species, C60H56Cl2N4O6 in total at a distorted geometry, from the OMol25 dataset.

Properties
gap between HOMO and LUMO = 8.35 eV
HOMO energy = -9.49 eV

```
! RIJCOSX wB97M-V def2-TZVPD def2/J DEFGRID3
* xyz 0 1
C 0.317 3.369 -2.249
H 4.924 7.688 -6.384
C -9.424 -1.347 7.690
C 2.807 5.831 -3.759
H 3.891 3.445 -6.204
H -11.786 -0.491 4.781
O 1.032 4.838 -6.724
H 2.206 0.594 2.991
H 0.181 2.554 2.592
C 4.291 0.611 3.613
H 0.569 -5.200 -3.109
C -3.003 -4.760 0.969
H -12.695 -0.789 6.968
H 4.359 1.686 3.797
C 0.676 4.026 -4.540
H 3.165 -3.980 -2.034
H 2.536 0.320 4.738
H 7.561 2.428 -4.275
N -1.320 -4.574 2.952
C 5.793 3.001 -5.344
H 7.706 -1.195 -0.922
C 0.947 4.181 -3.177
Cl -0.143 4.557 1.397
H 1.609 -0.797 1.350
O -9.947 -0.400 3.054
N -2.788 -1.484 0.746
H -1.073 -6.392 -1.427
C -1.968 2.978 2.577
H 2.817 -1.559 -1.188
H 4.920 0.103 4.343
C -1.801 -6.374 -0.614
H -5.375 -0.257 1.404
C 6.644 0.527 -2.677
C 1.660 -4.247 -0.673
N 3.781 1.801 0.374
O 2.167 5.352 -1.536
C -0.284 3.116 -4.957
C 5.826 1.398 -3.562
C 3.852 6.647 -3.349
H 0.497 3.485 -1.190
C -7.732 -0.722 3.808
C 1.992 5.141 -2.718
C 4.308 1.169 1.170
C 4.416 2.875 -5.447
C -0.652 2.479 -2.676
C -0.520 3.380 2.683
C -9.746 -0.906 5.354
C -7.414 -1.308 6.229
C 3.707 0.347 -2.759
H 2.859 -0.977 3.609
C 6.497 2.278 -4.394
C 0.653 -0.945 0.853
H -0.589 0.137 -0.562
C 5.914 -0.426 -1.791
C 6.626 -1.253 -0.939
C 3.735 2.026 -4.596
C 5.968 -2.198 -0.162
H 1.648 -3.123 -2.411
H 1.080 0.663 -0.483
H -8.770 -1.707 8.476
C 4.941 0.402 2.235
H 3.033 6.265 -7.098
H 3.188 -6.726 -2.878
H 5.086 -0.648 1.991
H 4.057 -3.074 0.327
C -2.282 -4.946 -0.376
H -2.592 3.855 2.720
C 4.582 -2.295 -0.212
H 6.310 3.711 -5.978
H 0.861 -1.693 0.080
Cl -2.348 1.793 3.843
C -5.514 -1.100 4.653
H -0.309 3.849 3.643
C -5.836 -0.516 2.349
C 3.886 -1.450 -1.056
C 4.328 7.177 -5.640
H -3.916 -0.980 3.278
H -11.159 -1.377 8.921
H 6.555 -2.838 0.486
H 4.116 6.698 -2.301
N 1.303 -4.349 0.413
C -1.744 -1.522 1.223
C 2.853 0.109 3.716
H -2.628 -7.036 -0.867
H -1.285 -6.744 0.274
H -0.019 1.141 0.801
O -6.690 -1.570 7.165
H 1.986 -4.935 -3.995
H 5.967 0.797 2.266
C -2.085 -4.661 2.101
C -6.879 -1.048 4.868
C 0.237 0.323 0.124
C 1.339 4.895 -5.547
H 5.531 7.817 -3.997
H -1.655 1.600 -4.386
C -0.393 -1.558 1.788
C -8.888 -1.189 6.420
C 3.262 6.399 -6.048
C 4.438 1.272 -3.668
C -7.204 -0.472 2.553
H -3.581 -3.835 0.926
C 2.142 -6.605 -2.596
C 4.524 -0.525 -1.867
O 7.855 0.556 -2.694
H -3.052 -4.666 -1.103
C 1.658 -5.209 -2.987
C -11.103 -0.747 5.578
H -3.692 -5.584 1.157
H -0.238 -2.620 2.008
H -2.188 2.524 1.614
H 2.019 -6.777 -1.527
H 1.552 -7.344 -3.135
C -9.219 -0.655 3.986
H -0.406 -1.023 2.743
C -11.622 -0.893 6.863
H -1.474 -4.232 -0.526
H -4.863 -1.289 5.498
H -1.154 1.852 -1.949
H -0.508 3.006 -6.009
C -10.792 -1.269 7.909
O 2.493 0.276 -2.743
H 2.655 1.940 -4.625
C 2.489 5.731 -5.114
C -4.984 -0.857 3.392
C -0.922 2.309 -4.026
C 2.077 -4.064 -2.066
H -7.843 -0.275 1.703
C 4.639 7.276 -4.286
*
```

=====

# 2
The following is a quantum chemistry calculation of a structure of composition C60H56N5O8P2S2TeTl, from the OMol25 dataset.

Properties
gap between HOMO and LUMO = 4.40 eV
HOMO energy = -1.12 eV

```
! RIJCOSX wB97M-V def2-TZVPD def2/J DEFGRID3
* xyz -2 1
N -0.365 1.636 -3.062
C 3.678 3.851 -1.696
C -1.052 3.646 3.165
H -3.550 1.596 1.371
H 1.373 4.125 0.841
C -2.278 -2.508 3.872
H 5.227 -1.000 3.103
H -1.472 4.959 4.797
H 3.457 -3.128 -4.007
H -7.384 -0.429 1.572
H 5.479 -2.117 1.784
C -3.523 -0.788 1.581
C 0.159 5.676 3.589
C 4.432 -2.951 -2.078
C -6.305 -0.533 1.577
H -0.348 -5.824 -3.361
C 0.440 2.603 -3.020
C 3.768 3.273 -0.448
C -1.005 0.630 2.092
C -2.859 -4.152 -5.702
C 4.980 -1.186 2.054
H 3.686 1.433 3.060
C -0.546 -0.871 -4.949
O -3.529 -1.533 -3.231
H -3.805 -1.858 -0.273
H 6.525 -0.180 0.967
C 5.308 1.359 1.812
H -3.221 -1.983 3.962
H -1.230 0.704 -6.210
C -1.022 -5.649 -5.387
H -6.224 -1.604 -0.292
C -1.401 -2.195 2.840
H 0.415 -2.782 1.862
C 0.746 4.295 1.704
C -1.972 -3.508 4.788
N 3.531 -1.384 2.007
H 6.362 -3.817 -1.716
P -0.633 1.928 1.045
Te 0.503 0.472 3.561
C 2.573 3.592 -2.504
C -4.279 -1.320 0.540
C 2.788 -1.420 0.898
H 6.171 -3.163 -3.343
C -2.527 0.867 6.682
Tl -1.433 -0.713 -1.645
H 5.595 4.811 -1.474
O -1.348 -5.510 -1.209
H 3.026 -1.053 2.816
C -0.579 0.937 5.302
H -0.860 3.700 -1.187
S -4.221 -2.640 -3.902
N 0.293 -1.041 -3.782
H -0.298 2.667 8.187
H 5.092 -2.654 -0.109
C 1.493 2.835 -1.997
H -2.671 -3.734 5.584
O 0.436 1.729 -0.104
H 0.391 0.972 -5.556
C -4.240 3.655 -1.214
H 4.617 3.509 0.180
C 4.295 -2.474 -0.818
H -3.580 -3.665 -6.343
H 5.404 -4.686 -2.916
H -0.291 -6.351 -5.774
H 0.983 -4.529 3.495
H -2.762 4.670 -2.401
H -0.179 -1.453 -5.808
H 4.401 5.778 -2.347
C 1.557 2.342 -0.715
H 5.743 2.061 1.096
C -1.211 1.530 -4.244
H 0.462 3.346 -3.836
C -0.736 2.040 7.417
H 5.919 1.428 2.721
C -4.180 -0.131 2.625
H 1.431 -2.488 -4.699
H 5.175 4.412 -3.143
C 1.235 -1.877 -3.802
C -3.378 2.249 0.533
H -2.188 1.140 -3.938
H -1.943 -5.255 -7.291
O -0.519 -3.285 -1.728
C -5.665 -1.187 0.537
N -1.985 1.630 7.633
N 3.972 1.812 2.167
C 2.020 -1.535 -1.346
C -5.558 -0.005 2.630
C -1.939 -5.040 -6.228
H 2.522 3.967 -3.518
C -0.790 -4.224 4.674
H -3.542 0.527 6.862
H 0.326 6.561 4.191
C 2.205 -2.074 -2.704
H -5.463 2.535 0.156
H -0.558 -5.009 5.382
H -3.595 0.333 3.413
H -1.555 -1.230 -4.706
H 4.937 -0.043 0.229
P -1.700 -1.005 1.467
H -6.051 0.517 3.443
C 2.771 2.366 0.062
H -5.080 4.073 -1.755
C -0.244 3.385 2.057
C -0.001 1.733 6.282
O -5.149 -3.355 -3.057
H 1.741 -1.162 1.043
H 2.049 1.099 1.578
C -0.848 4.781 3.930
C -1.876 0.490 5.517
C 3.107 -1.799 -0.398
C -1.867 3.425 -0.911
C -2.079 2.523 0.129
C 2.904 1.639 1.213
H -2.366 -0.154 4.802
C 3.349 -2.737 -2.997
C 5.462 -0.029 1.187
C -2.900 -3.834 -4.339
H -1.831 2.941 3.430
O -2.859 -3.584 -1.150
C -2.942 3.984 -1.583
C 0.076 -3.950 3.622
S -1.677 -4.194 -1.719
C -1.049 -5.354 -4.038
H 1.733 6.125 2.198
O 1.030 -0.899 -0.988
H -1.369 2.521 -4.693
C 0.947 5.434 2.475
C -1.969 -4.454 -3.492
O -4.757 -2.239 -5.194
C 5.654 -3.692 -2.537
C -0.236 -2.956 2.712
C -0.614 0.610 -5.310
C -4.457 2.796 -0.147
C 4.773 4.763 -2.189
H 0.995 2.140 6.158
*
```

=====

# 3
The following is a quantum chemistry calculation of a structure of composition C60H57N2O3P3S2SiV at a distorted geometry, from the OMol25 dataset.

Properties
gap between HOMO and LUMO (alpha / beta) = 6.80 / 5.92 eV
HOMO energy (alpha / beta) = -7.05 / -6.17 eV

```
! RIJCOSX wB97M-V def2-TZVPD def2/J DEFGRID3
* xyz 0 2
H 6.911 1.217 0.189
C 1.472 -1.552 -3.202
C -3.879 2.374 -4.439
C 5.633 2.910 -0.127
C -1.843 -0.588 -1.428
H -1.977 2.392 3.654
H 3.503 2.704 5.755
C -2.242 -0.976 5.502
H -4.469 2.336 0.165
H -2.529 0.938 2.827
C 3.840 -3.491 3.484
H 3.866 1.128 3.886
H -3.351 -6.889 -1.331
O 2.039 -2.801 -1.050
N -1.765 -3.473 1.858
C -0.654 -2.070 -4.175
H -0.265 -1.649 5.004
C 0.124 -1.871 -3.037
H -4.629 3.806 -1.594
C 3.124 -2.587 4.256
C 2.932 1.673 3.965
H -2.251 -3.673 4.274
C -0.533 3.622 0.719
H 4.121 4.424 -0.317
H -1.832 2.384 -3.103
C -1.298 -2.645 2.814
C 1.537 3.263 5.091
C 2.906 -1.109 2.357
C -2.845 -5.933 -1.372
N -1.603 -2.925 4.092
H 6.424 3.534 -0.523
H -0.352 3.674 4.189
H 3.398 2.911 -5.684
C 3.332 2.602 0.483
C 1.223 -1.500 -5.574
C 4.090 -3.205 2.152
H -1.237 0.111 -3.327
H 2.538 1.766 -1.659
H -0.864 4.948 2.379
H -0.830 6.998 1.024
H -3.507 -2.611 -1.392
C 0.822 2.187 -2.870
C -0.714 4.874 1.307
H 0.276 -4.605 -1.475
C -0.345 3.576 -0.667
C 4.341 3.407 -0.014
C 3.624 -2.026 1.590
C -3.882 3.248 -2.154
C -1.540 -3.468 -1.459
C 2.021 -1.338 -4.453
C -0.101 -1.897 -5.435
H -1.134 -2.739 6.094
P 2.166 0.376 1.579
C -0.806 -4.659 -1.456
H 2.320 2.990 0.570
C -3.579 -4.756 -1.368
H 2.107 -0.708 4.308
C -3.354 0.088 -3.346
C -3.674 1.755 -0.292
H 0.978 3.104 -6.133
H -3.248 -4.562 2.839
H -1.016 -5.656 3.385
H -4.890 0.521 -4.635
C 3.597 1.290 0.881
C -2.479 -4.719 2.078
H -2.148 -6.786 2.616
C 1.327 2.811 -5.150
H -3.977 2.588 -5.500
H 4.174 2.208 -3.429
C -0.327 4.738 -1.438
C -1.926 1.781 -2.210
H -3.732 -0.930 -3.288
C 1.930 1.483 3.011
H 4.647 -3.900 1.537
H -1.698 -2.344 -4.071
H -3.999 4.419 -3.998
H -1.330 -3.358 0.955
H -2.927 2.526 2.171
H -0.170 4.681 -2.508
H -0.708 -2.063 -6.316
H 2.920 -2.807 5.297
C 5.905 1.611 0.271
C -3.876 3.421 -3.590
C 0.401 2.549 -4.149
H -2.291 -0.303 4.646
C -2.931 -3.528 -1.402
C -3.397 0.551 0.248
C -1.235 -2.086 5.226
H -4.661 -4.793 -1.335
C -2.459 -0.439 -0.207
C 0.744 2.209 3.055
P -0.581 -1.902 -1.341
C -2.045 0.318 -2.620
H -1.929 -0.400 6.373
H 1.639 -1.339 -6.560
C -3.157 2.293 -1.516
C 2.664 -1.406 3.700
C 0.564 3.097 4.119
O 3.837 -1.491 -2.058
C 3.117 2.321 -3.635
C -1.561 -5.878 2.467
H -2.993 -4.957 1.148
C -4.035 0.947 -4.110
H 3.067 -1.070 -4.533
Si -0.524 1.925 1.637
H -2.320 -1.264 0.485
P -0.252 1.907 -1.398
H -0.884 -6.801 -1.429
H -3.954 0.285 1.138
C 2.733 2.558 5.008
H 3.823 -1.826 0.553
C -0.497 5.969 -0.826
H -0.837 -6.058 1.672
H -3.236 -1.384 5.693
V 0.204 0.152 0.053
C 2.193 2.071 -2.634
C -2.151 1.950 2.672
H 5.130 -0.200 1.097
C 2.685 2.702 -4.897
H -0.649 2.636 -4.399
C 4.895 0.805 0.780
C -0.695 6.034 0.548
H -0.474 6.873 -1.423
C -1.457 -5.882 -1.420
S 2.443 -1.563 -1.707
O 2.012 -0.338 -0.972
S -0.357 -1.315 2.394
H 4.205 -4.412 3.922
H 1.369 3.949 5.912
*
```

=====

no.,DFT total energy (eV)
1,-106420.499
2,-139194.571
3,-155370.165